Record 1
{
  "formula": "C14H46BIn2O14",
  "method": "ωB97M-V/def2-TZVPD",
  "species": ["In", "In", "B", "H", "H", "H", "H", "C", "C", "O", "O", "H", "H", "H", "H", "H", "H", "C", "C", "O", "O", "H", "H", "H", "H", "H", "H", "C", "C", "O", "O", "H", "H", "H", "H", "H", "H", "C", "C", "O", "O", "H", "H", "H", "H", "H", "H", "C", "C", "O", "O", "H", "H", "H", "H", "H", "H", "C", "C", "O", "O", "H", "H", "H", "H", "H", "H", "C", "C", "O", "O", "H", "H", "H", "H", "H", "H"],
  "positions_angstrom": [[-0.40347, -4.88492, 4.17259], [0.19443, 3.51855, -3.23394], [-0.27695, -0.35663, 0.92379], [0.16659, -0.46269, 1.90169], [-0.71530, 0.62462, 0.82754], [0.40943, -0.50534, 0.10464], [-1.09888, -1.05521, 0.89834], [-4.34724, -0.52775, -6.42280], [-5.14795, -0.41273, -5.13607], [-4.25775, -0.25883, -4.03155], [-3.70733, 0.67046, -6.79960], [-5.06741, -0.84431, -7.17729], [-3.62405, -1.34310, -6.40515], [-5.74317, -1.32365, -5.07253], [-5.71692, 0.51674, -5.11471], [-4.55636, -0.68367, -3.22412], [-3.77001, 0.80420, -7.74817], [6.08927, -3.65694, 2.10179], [5.55717, -4.23198, 0.72969], [4.50270, -5.22305, 0.97530], [5.06394, -3.21713, 2.96823], [6.66574, -2.76559, 1.85425], [6.67595, -4.32987, 2.72713], [6.42894, -4.66801, 0.24185], [5.16319, -3.40809, 0.13466], [4.42324, -5.75608, 0.18084], [5.34210, -2.40223, 3.39269], [4.85122, 4.88782, 1.36953], [5.25792, 3.44376, 0.95661], [5.02735, 3.09662, -0.37159], [3.43713, 5.14054, 1.16491], [5.53514, 5.57908, 0.87707], [5.12046, 4.97442, 2.42220], [4.83561, 2.74144, 1.67530], [6.34158, 3.32701, 0.94459], [5.83207, 2.70933, -0.72377], [3.22123, 5.95231, 1.62966], [3.65415, 1.70606, 7.76662], [2.21464, 1.34239, 7.26417], [1.96396, -0.08541, 7.45961], [4.71080, 1.23226, 6.97150], [3.80268, 1.36040, 8.78964], [3.69889, 2.79154, 7.85517], [1.94844, 1.77315, 6.29893], [1.43862, 1.79167, 7.88387], [2.20403, -0.15046, 8.38682], [5.45180, 1.81428, 7.15527], [-5.05635, 6.96658, -1.34411], [-5.68353, 6.67411, -2.64848], [-4.77019, 6.21391, -3.62133], [-4.47444, 5.80290, -0.86796], [-5.76274, 7.34879, -0.60719], [-4.26314, 7.70379, -1.46830], [-6.14038, 7.62698, -2.91578], [-6.49146, 5.94348, -2.60948], [-5.15864, 6.34885, -4.48880], [-5.08721, 5.36378, -0.27358], [-6.34817, -7.79928, 4.14519], [-6.80985, -6.32253, 4.24368], [-5.92267, -5.45778, 3.64171], [-5.13918, -8.01622, 4.81072], [-6.37498, -8.05232, 3.08530], [-7.12783, -8.27561, 4.73962], [-6.98030, -6.02959, 5.27964], [-7.80041, -6.29857, 3.78945], [-6.43575, -4.73162, 3.27970], [-5.31640, -8.68430, 5.47696], [3.53876, -0.10117, -7.25813], [2.47905, -1.23186, -7.08604], [1.86806, -1.22131, -5.81248], [2.91060, 1.18430, -7.40921], [4.10572, -0.36987, -8.14945], [4.17980, -0.08374, -6.37673], [2.98912, -2.18469, -7.22757], [1.71560, -1.15467, -7.86019], [1.21473, -1.92469, -5.81428], [3.34458, 1.51735, -8.19810]],
  "atomic_forces_ev_per_a": [[0.06, -0.11, 0.09], [0.06, 0.08, -0.05], [0.31, 0.03, -0.80], [0.47, 0.05, 5.13], [-0.06, 5.09, 0.05], [1.62, -0.54, -4.40], [-2.24, -4.64, 0.07], [-0.71, 0.63, -1.44], [1.26, -0.34, 1.21], [0.20, 0.18, -0.25], [0.17, -0.37, 0.74], [-0.10, 0.18, -0.25], [0.30, -0.20, 0.67], [-0.22, 0.20, 0.23], [-0.50, -0.02, -0.65], [-0.31, -0.31, -0.06], [-0.18, 0.04, -0.30], [-0.90, 1.04, -0.69], [-0.37, -1.33, 2.13], [1.24, 1.63, -0.19], [-0.77, -0.32, -0.27], [0.56, -0.28, -0.18], [0.37, -0.69, -0.56], [-0.15, -0.13, -0.22], [-0.12, 0.23, 0.04], [0.09, -0.33, -0.16], [0.06, 0.16, 0.13], [-0.63, -0.97, 0.21], [1.37, 0.83, -0.39], [-1.60, -0.15, -0.81], [1.73, -0.50, -0.26], [-0.30, 0.29, -0.64], [-0.23, 0.03, 0.24], [-0.42, -0.27, 0.03], [0.21, 0.58, 1.60], [-0.04, 0.01, -0.18], [-0.08, 0.20, 0.20], [-0.69, 0.88, 0.07], [0.16, -1.14, 0.72], [0.40, 1.69, -1.21], [-0.86, -0.25, -0.19], [-0.31, -0.44, 0.29], [0.00, 0.22, -0.10], [0.53, -1.00, -0.53], [0.43, 0.67, 0.76], [-0.07, -0.73, 0.43], [0.43, 0.12, -0.19], [0.63, -0.44, 1.46], [-1.01, 1.19, -2.11], [0.10, -0.11, 0.80], [0.93, -0.69, 0.54], [-0.37, 0.16, -0.37], [0.11, 0.10, -0.28], [-0.18, 0.05, -0.66], [-0.20, -0.32, 0.70], [-0.01, 0.31, -0.37], [-0.09, -0.18, 0.25], [-0.33, 0.15, 2.22], [-0.76, 0.28, -0.71], [0.32, 0.20, 0.15], [-0.10, 0.10, -1.18], [0.40, -0.11, -0.20], [-0.28, -0.49, -0.61], [0.41, -0.41, 0.67], [-0.07, 0.12, -0.28], [0.00, 0.27, -0.45], [0.26, -0.19, 0.44], [-1.13, -0.49, 0.29], [-0.04, 0.93, -0.02], [0.50, 0.24, -0.01], [0.53, -1.29, -0.01], [0.19, 0.17, 0.09], [0.12, -0.05, 0.10], [0.45, -0.21, -0.12], [-0.05, 0.04, -0.19], [-0.32, -0.06, 0.08], [-0.23, 0.71, -0.29]],
  "mulliken_charge": [0.999, 0.996, -0.002, -0.023, -0.054, -0.048, -0.038, -0.360, -0.266, -0.437, -0.435, 0.368, 0.291, 0.347, 0.259, 0.333, 0.369, -0.387, -0.296, -0.462, -0.414, 0.336, 0.321, 0.344, 0.280, 0.340, 0.349, -0.299, -0.384, -0.462, -0.480, 0.314, 0.318, 0.228, 0.363, 0.372, 0.351, -0.345, -0.449, -0.402, -0.417, 0.336, 0.318, 0.343, 0.336, 0.347, 0.373, -0.440, -0.200, -0.423, -0.415, 0.366, 0.271, 0.343, 0.282, 0.372, 0.357, -0.286, -0.362, -0.408, -0.398, 0.279, 0.345, 0.316, 0.362, 0.375, 0.392, -0.432, -0.340, -0.454, -0.424, 0.399, 0.262, 0.349, 0.327, 0.342, 0.368],
  "charge": 5,
  "e_homo_ev": -18.3,
  "gap_ev": 1.03
}

Record 2
{
  "formula": "C3H10NS",
  "method": "ωB97M-V/def2-TZVPD",
  "species": ["C", "N", "H", "H", "H", "H", "C", "S", "C", "H", "H", "H", "H", "H", "H"],
  "positions_angstrom": [[0.25709, 1.32763, 0.25200], [-1.05938, 1.88325, 0.53356], [1.10230, 1.32049, 0.99347], [0.78813, 1.75277, -0.66453], [-1.22618, 2.87716, 0.88800], [-1.75302, 1.23157, 1.04274], [0.56522, -1.70981, 0.85398], [0.65166, -0.35634, -0.35599], [-0.80943, -0.67262, -1.06372], [-0.37060, -1.99894, 1.30033], [0.78669, -2.69270, 0.42192], [1.27351, -1.37900, 1.49874], [-1.10140, -0.07288, -1.97354], [-1.65916, -0.48700, -0.38346], [-0.92844, -1.70403, -1.41628]],
  "atomic_forces_ev_per_a": [[2.17, 0.99, 0.24], [-1.45, -1.49, 1.04], [-0.93, 0.80, 0.18], [-1.10, 0.34, 1.01], [1.23, -2.00, -0.79], [1.86, 1.47, -0.98], [-1.27, -0.68, -1.45], [0.37, -0.44, 0.87], [-5.00, -0.61, -3.50], [-0.77, 1.14, 0.37], [0.90, 0.62, -0.67], [2.12, 0.15, 2.58], [0.90, -0.21, 0.90], [0.55, -0.16, -0.03], [0.42, 0.07, 0.24]],
  "mulliken_charge": [-0.372, -0.497, 0.347, 0.368, 0.266, 0.219, -0.944, 0.306, -0.928, 0.374, 0.406, 0.363, 0.361, 0.354, 0.378],
  "charge": 1,
  "e_homo_ev": -14.1,
  "gap_ev": 10.46,
  "e_above_lowest_kcal_mol": 60.3
}

Record 3
{
  "formula": "C25H29N4O",
  "method": "ωB97M-V/def2-TZVPD",
  "species": ["C", "O", "C", "C", "C", "C", "C", "C", "C", "C", "C", "C", "C", "C", "C", "H", "H", "H", "H", "H", "H", "H", "H", "H", "H", "H", "H", "H", "C", "N", "C", "C", "N", "C", "C", "N", "C", "C", "C", "N", "C", "C", "C", "H", "H", "H", "H", "H", "H", "H", "H", "H", "H", "H", "H", "H", "H", "H", "H"],
  "positions_angstrom": [[5.74972, -4.48465, -2.51771], [5.41631, -3.07659, -2.36613], [4.12802, -2.70044, -2.25064], [3.87384, -1.38420, -1.76605], [2.58332, -0.98978, -1.50657], [1.46367, -1.80825, -1.82655], [0.13152, -1.25980, -1.73283], [-1.04401, -2.06819, -1.70463], [-2.33800, -1.55601, -2.03409], [-3.37424, -2.43639, -2.35400], [-3.19958, -3.82177, -2.21358], [-1.99125, -4.33286, -1.72359], [-0.97172, -3.45826, -1.38350], [1.75893, -3.09887, -2.35632], [3.04573, -3.54170, -2.60245], [6.83405, -4.45851, -2.41825], [5.29230, -5.10365, -1.73110], [5.45410, -4.86214, -3.50703], [4.72000, -0.72114, -1.60236], [2.38953, 0.00921, -1.10808], [0.02730, -0.21268, -1.98040], [-2.47009, -0.47452, -2.09531], [-4.31364, -2.03379, -2.76429], [-3.97305, -4.49609, -2.58069], [-1.82339, -5.41580, -1.64947], [-0.04760, -3.87543, -0.94964], [0.94183, -3.74100, -2.68073], [3.20771, -4.51957, -3.06578], [0.94391, -0.10706, 3.69433], [0.10339, 1.02377, 3.37192], [0.19273, 2.12149, 4.30428], [-0.88087, 3.16335, 4.10333], [-1.24256, 3.35857, 2.72722], [-1.90089, 4.61361, 2.47560], [-2.62784, 4.66188, 1.15951], [-2.05218, 3.84806, 0.12647], [-2.56768, 4.17513, -1.18677], [-1.42042, 2.66644, 0.41960], [-1.10524, 1.68400, -0.54231], [-0.51501, 0.53553, -0.19784], [-0.18121, 0.25144, 1.06089], [-0.40797, 1.19502, 2.11403], [-1.06486, 2.40967, 1.78735], [0.50725, -1.02965, 3.31728], [1.95664, -0.02707, 3.28803], [1.02789, -0.18172, 4.77677], [0.13992, 1.70535, 5.31398], [1.17180, 2.61501, 4.22758], [-1.78556, 2.87266, 4.65458], [-0.54039, 4.13063, 4.47698], [-2.60635, 4.76908, 3.29322], [-1.13495, 5.39290, 2.50880], [-3.67608, 4.37117, 1.33141], [-2.65140, 5.68760, 0.79076], [-1.83124, 3.99187, -1.97004], [-3.48948, 3.63681, -1.44086], [-2.80842, 5.24190, -1.17846], [-1.34530, 1.83635, -1.59586], [0.32111, -0.69093, 1.25999]],
  "atomic_forces_ev_per_a": [[-0.09, 0.55, -0.12], [-0.77, -0.07, 0.15], [0.03, -0.26, -0.09], [0.08, -0.64, 0.00], [-0.13, 0.48, -0.71], [0.35, -0.15, 0.51], [0.22, -0.43, -1.22], [-1.02, -0.76, 0.80], [0.56, -0.37, -0.44], [0.02, 0.39, 0.15], [0.42, 0.24, -0.57], [-0.25, -0.02, 0.13], [0.62, 0.01, -0.31], [-0.35, 0.02, -0.28], [0.20, 0.40, 0.45], [-0.16, -0.36, -0.07], [0.11, 0.35, -0.17], [0.14, 0.18, 0.26], [-0.17, -0.20, 0.15], [0.10, -0.28, -0.08], [0.04, -0.44, -0.13], [0.02, -0.31, -0.18], [0.49, -0.27, 0.44], [0.12, 0.15, 0.30], [-0.24, 0.57, 0.19], [-0.69, 0.37, -0.22], [0.30, 0.28, -0.05], [-0.04, 0.45, 0.25], [-0.16, -0.04, -0.15], [-0.36, -0.46, 0.75], [0.64, 0.19, -0.17], [-0.68, -0.29, 0.23], [-0.04, 0.26, 0.19], [0.63, 0.06, 0.06], [-0.86, -0.23, 0.15], [0.38, 0.61, -0.47], [0.11, -0.10, -0.04], [0.02, -0.93, 0.54], [-0.12, 0.19, 0.85], [0.03, -0.22, 0.74], [-0.38, 1.59, 0.56], [0.42, -0.15, -1.48], [0.40, -0.79, -1.41], [-0.05, -0.08, 0.10], [0.10, 0.12, -0.12], [-0.04, -0.06, 0.00], [-0.12, 0.17, -0.03], [0.07, -0.04, -0.07], [0.08, 0.10, 0.16], [0.04, -0.09, 0.24], [-0.08, 0.29, -0.02], [-0.09, 0.23, 0.09], [-0.01, -0.02, -0.05], [0.01, 0.05, 0.18], [0.02, 0.01, 0.05], [0.03, -0.11, 0.06], [0.10, -0.19, -0.20], [0.08, -0.05, 0.22], [-0.09, 0.13, -0.13]],
  "mulliken_charge": [-0.810, -0.419, 0.764, -0.843, -0.290, 0.031, -0.497, 1.359, -0.475, -0.642, -0.327, -0.709, -0.544, -0.475, -0.763, 0.259, 0.366, 0.328, 0.426, 0.455, 0.458, 0.319, 0.376, 0.382, 0.390, 0.863, 0.673, 0.365, -1.208, -0.019, -0.691, -0.766, -0.197, -0.856, -0.635, -0.028, -1.182, 0.182, -1.045, -0.273, -0.671, 0.128, 1.642, 0.393, 0.362, 0.347, 0.405, 0.327, 0.336, 0.406, 0.392, 0.380, 0.327, 0.394, 0.366, 0.357, 0.348, 0.217, 0.239],
  "charge": 1,
  "e_homo_ev": -9.3,
  "gap_ev": 4.76,
  "e_above_lowest_kcal_mol": 4.6
}

Record 4
{
  "formula": "C4H7INO4S",
  "method": "ωB97M-V/def2-TZVPD",
  "species": ["C", "C", "C", "C", "N", "O", "O", "O", "O", "S", "I", "H", "H", "H", "H", "H", "H", "H"],
  "positions_angstrom": [[1.68887, -1.98190, -1.01285], [-0.91162, -0.54883, 0.10687], [-0.02026, 0.72640, 0.10335], [1.34362, 0.41187, -0.64531], [1.69577, -3.14193, -0.42986], [1.49337, -1.72945, -2.20527], [3.02475, -3.42150, 1.70966], [-0.57612, -1.35895, 1.20112], [1.80335, -0.80377, -0.13448], [1.69649, -3.12226, 1.21494], [0.40848, -5.21477, 1.48194], [-0.69127, -1.23720, -0.77354], [0.22620, -1.73106, 0.94780], [-1.91740, -0.28288, 0.31155], [0.31779, 0.91552, 1.24190], [-0.59394, 1.53406, -0.18015], [1.34158, 0.32068, -1.72852], [1.93985, 1.18711, -0.44401]],
  "atomic_forces_ev_per_a": [[-0.99, 2.86, -1.93], [1.82, -0.42, -0.19], [2.35, -2.76, 2.09], [-3.67, -1.70, -0.59], [0.30, -1.01, 1.55], [0.57, -0.58, 0.94], [0.66, -0.17, 0.36], [-2.38, 0.65, 1.38], [0.80, -1.50, 0.18], [0.67, 0.11, -1.03], [-0.42, -0.69, 0.11], [-1.01, 1.51, 0.28], [2.02, -0.85, 0.02], [-1.21, 0.20, -0.66], [-0.94, -0.44, -2.38], [-0.82, 2.08, -1.12], [-0.74, 0.04, -0.16], [3.01, 2.67, 1.14]],
  "mulliken_charge": [0.567, -0.393, -0.560, -0.706, -0.418, -0.646, -0.646, -0.573, -0.420, 0.505, -0.211, 0.290, 0.399, 0.340, 0.183, 0.557, 0.371, 0.361],
  "charge": -1,
  "e_homo_ev": -5.2,
  "gap_ev": 8.03,
  "e_above_lowest_kcal_mol": 0.0
}